Record 1
Computed, not measured: a structure of composition C12H48AsF6O12 in a non-equilibrium geometry, with ωB97M-V/def2-TZVPD.

Geometry as XYZ:
```
79
C12H48AsF6O12, DFT ωB97M-V/def2-TZVPD
As -0.567 -0.387 0.224
F -0.949 -0.130 1.879
F -1.108 -2.017 0.423
F -0.161 -0.679 -1.481
F -0.134 1.314 0.148
F 1.014 -0.729 0.652
F -2.072 0.009 -0.296
C 2.026 -3.904 -1.689
O 2.069 -4.776 -0.572
H 1.001 -3.837 -2.089
H 2.208 -2.884 -1.358
H 2.670 -4.248 -2.503
H 1.996 -4.187 0.232
C 1.266 1.776 -3.821
O 0.836 3.083 -4.077
H 1.927 1.375 -4.629
H 1.911 1.861 -2.915
H 0.452 1.054 -3.533
H 0.524 3.476 -3.194
C -2.642 2.240 -3.432
O -1.981 1.023 -3.753
H -3.586 2.251 -4.021
H -2.956 2.324 -2.424
H -1.988 3.085 -3.589
H -2.006 0.540 -2.904
C 1.098 1.282 4.298
O 1.282 1.545 2.892
H 1.812 1.921 4.748
H 0.090 1.445 4.626
H 1.290 0.250 4.517
H 0.539 1.205 2.393
C -3.217 -4.636 -0.058
O -3.721 -3.293 -0.108
H -4.085 -5.257 -0.223
H -2.547 -4.896 -0.914
H -2.700 -4.809 0.885
H -2.937 -2.707 0.011
C -1.455 -3.112 3.345
O -0.846 -4.037 2.473
H -2.413 -2.725 2.978
H -1.670 -3.664 4.233
H -0.820 -2.253 3.519
H -0.678 -3.513 1.652
C 3.340 3.500 0.974
O 2.516 4.241 0.089
H 3.825 4.313 1.499
H 2.823 2.884 1.690
H 4.094 2.901 0.561
H 2.008 3.639 -0.480
C -0.391 4.843 -0.309
O -0.587 3.797 -1.293
H 0.428 5.528 -0.593
H -1.317 5.411 -0.274
H -0.188 4.433 0.669
H -0.601 2.913 -0.895
C -3.611 -1.512 -3.050
O -3.881 -0.956 -4.363
H -2.594 -1.825 -3.003
H -3.829 -0.778 -2.280
H -4.213 -2.400 -2.916
H -3.114 -0.619 -4.826
C 5.080 -1.507 -0.839
O 4.015 -1.885 0.044
H 5.836 -2.270 -0.741
H 4.691 -1.581 -1.818
H 5.468 -0.506 -0.603
H 3.951 -1.196 0.677
C -3.304 2.935 1.763
O -2.735 4.004 2.573
H -2.718 2.019 1.655
H -4.245 2.669 2.282
H -3.491 3.221 0.716
H -2.353 3.564 3.354
C 2.697 -2.088 2.894
O 3.363 -0.829 2.742
H 2.715 -2.402 3.964
H 1.634 -1.943 2.599
H 3.169 -2.804 2.187
H 2.747 -0.093 2.808
```

Summary:
E_HOMO: -7.230 eV
ΔE to the lowest compared entry with this formula, charge and spin: 107.4 kcal/mol
total charge: -1
total energy: -114937.247 eV

***

Record 2
Computed, not measured: a cluster of 12 separate species, C40H96O24S4 in total in a non-equilibrium geometry, with ωB97M-V/def2-TZVPD.

Geometry as XYZ:
```
164
C40H96O24S4, DFT ωB97M-V/def2-TZVPD
C -1.286 -1.270 4.441
C -0.902 -2.617 5.072
O -1.496 -2.859 6.365
C -1.106 -4.084 6.876
C -1.918 -4.263 8.086
H -2.339 -1.175 4.175
H -1.079 -0.525 5.210
H -0.681 -1.030 3.567
H -1.262 -3.350 4.351
H 0.158 -2.792 5.254
H -1.301 -4.786 6.065
H -0.042 -4.179 7.091
H -2.429 -5.221 7.993
H -2.754 -3.572 8.187
H -1.304 -4.241 8.986
C 3.426 3.260 -7.446
C 4.083 2.789 -6.230
O 3.156 2.810 -5.112
C 2.227 1.731 -5.252
C 1.378 1.752 -3.911
H 4.150 3.621 -8.177
H 2.923 2.450 -7.975
H 2.652 4.002 -7.254
H 4.735 1.922 -6.340
H 4.708 3.658 -6.024
H 1.601 1.795 -6.141
H 2.745 0.787 -5.424
H 1.792 2.011 -2.936
H 0.942 0.771 -3.725
H 0.515 2.415 -3.978
C 4.206 4.623 5.264
C 3.858 3.569 4.246
O 2.449 3.718 4.131
C 1.830 2.585 3.433
C 0.301 2.810 3.586
H 5.271 4.765 5.446
H 3.833 5.555 4.838
H 3.707 4.535 6.229
H 4.088 3.776 3.201
H 4.191 2.565 4.509
H 2.191 2.559 2.405
H 2.041 1.600 3.848
H -0.394 2.343 2.887
H 0.129 3.869 3.398
H 0.032 2.674 4.634
C -5.030 -2.735 -2.668
C -3.935 -1.819 -3.119
O -4.496 -0.704 -3.757
C -3.830 0.532 -3.538
C -4.911 1.676 -3.544
H -5.918 -2.194 -2.340
H -5.290 -3.446 -3.453
H -4.786 -3.471 -1.902
H -3.382 -1.508 -2.233
H -3.210 -2.356 -3.731
H -3.190 0.499 -2.656
H -3.126 0.660 -4.361
H -5.696 1.242 -2.925
H -5.189 2.029 -4.537
H -4.418 2.504 -3.035
C 4.808 -4.018 2.246
C 4.935 -4.124 0.716
O 3.626 -3.859 0.152
C 3.514 -4.210 -1.227
C 2.088 -3.779 -1.628
H 5.695 -3.974 2.878
H 4.216 -3.161 2.566
H 4.278 -4.954 2.422
H 5.566 -3.339 0.300
H 5.446 -5.051 0.459
H 4.260 -3.759 -1.881
H 3.677 -5.287 -1.276
H 1.973 -2.697 -1.560
H 1.335 -4.132 -0.923
H 1.734 -4.159 -2.586
C -6.447 -1.515 0.898
C -5.799 -0.499 1.747
O -6.096 0.820 1.237
C -5.835 1.813 2.162
C -5.547 3.142 1.314
H -5.931 -1.502 -0.062
H -6.501 -2.512 1.336
H -7.519 -1.347 0.803
H -6.128 -0.552 2.785
H -4.748 -0.789 1.728
H -6.704 1.938 2.808
H -4.978 1.548 2.780
H -4.871 2.869 0.503
H -5.184 3.963 1.932
H -6.433 3.448 0.757
C 0.336 -7.730 4.913
C 0.867 -6.467 4.384
O 0.175 -6.126 3.203
C 0.661 -4.922 2.625
C -0.317 -4.339 1.626
H 0.896 -8.192 5.726
H -0.713 -7.615 5.184
H 0.242 -8.521 4.169
H 0.793 -5.698 5.153
H 1.923 -6.574 4.137
H 1.120 -4.190 3.289
H 1.570 -5.117 2.056
H -0.575 -5.163 0.960
H 0.013 -3.506 1.005
H -1.270 -4.047 2.065
C 0.058 -2.929 -4.379
C 1.173 -2.884 -5.361
O 1.501 -1.562 -5.701
C 2.130 -1.493 -7.007
C 3.630 -1.775 -6.855
H 0.334 -2.400 -3.467
H -0.864 -2.504 -4.778
H -0.229 -3.968 -4.217
H 1.928 -3.431 -4.794
H 1.013 -3.539 -6.217
H 1.635 -2.128 -7.742
H 1.999 -0.448 -7.289
H 4.160 -1.267 -7.661
H 3.869 -2.833 -6.958
H 4.008 -1.376 -5.913
C 5.162 0.246 1.890
C 3.875 -0.139 1.116
O 3.580 0.864 0.174
S 4.602 2.196 0.311
O 3.795 3.398 0.282
O 5.679 2.104 -0.674
O 5.089 1.686 1.849
H 6.065 -0.179 1.452
H 5.208 -0.138 2.909
H 2.998 -0.205 1.759
H 3.992 -0.994 0.450
C -4.267 5.550 -3.388
C -3.973 5.133 -1.932
O -2.984 4.179 -1.939
S -2.019 4.395 -3.251
O -2.060 3.213 -4.091
O -0.759 4.940 -2.808
O -2.953 5.574 -3.898
H -4.676 6.554 -3.502
H -4.827 4.917 -4.077
H -4.809 4.709 -1.376
H -3.558 5.954 -1.347
C 1.503 5.889 1.373
C 0.664 6.764 2.375
O -0.577 6.124 2.440
S -0.980 5.495 0.985
O -1.293 6.575 0.025
O -1.968 4.390 1.040
O 0.568 4.955 0.778
H 2.301 5.329 1.860
H 2.035 6.511 0.653
H 0.649 7.768 1.950
H 1.151 6.776 3.350
C -1.848 1.515 0.135
C -0.603 1.855 -0.635
O 0.204 0.745 -0.880
S -0.401 -0.620 -0.123
O 0.242 -0.847 1.185
O -0.513 -1.678 -1.054
O -1.934 0.094 0.072
H -2.701 1.937 -0.396
H -1.842 1.845 1.174
H -0.071 2.670 -0.144
H -0.856 2.108 -1.665
```

Summary:
E_HOMO: -9.162 eV
total energy: -135506.150 eV

***

Record 3
Computed, not measured: a structure of composition C28H37N6O2P2PtS, with ωB97M-V/def2-TZVPD.

Geometry as XYZ:
```
77
C28H37N6O2P2PtS, DFT ωB97M-V/def2-TZVPD
Pt -0.331 -0.163 -0.120
O 0.649 1.802 -0.407
N 0.127 2.823 0.244
C 0.959 3.859 0.512
C 0.510 4.973 1.166
C -0.831 5.022 1.564
C -1.654 3.962 1.291
C -1.182 2.825 0.615
S -2.169 1.464 0.275
H 1.964 3.705 0.152
H 1.193 5.787 1.355
H -1.216 5.888 2.082
H -2.692 3.969 1.588
N -1.215 -3.176 -0.500
P -1.830 -1.866 0.400
C -2.057 -2.495 2.075
C -1.220 -2.057 3.092
C -1.372 -2.555 4.378
C -2.346 -3.503 4.647
C -3.180 -3.952 3.631
C -3.043 -3.444 2.353
C -3.510 -1.677 -0.222
C -4.488 -1.101 0.588
C -5.756 -0.865 0.085
C -6.057 -1.198 -1.228
C -5.085 -1.763 -2.041
C -3.813 -1.997 -1.544
C -0.024 -3.079 -1.184
C 0.618 -4.219 -1.684
C 1.809 -4.063 -2.354
C 2.347 -2.788 -2.518
C 1.653 -1.722 -1.997
N 0.486 -1.859 -1.352
H -1.591 -4.105 -0.384
H -0.451 -1.326 2.882
H -0.737 -2.193 5.175
H -2.464 -3.888 5.651
H -3.946 -4.686 3.841
H -3.721 -3.771 1.573
H -4.260 -0.834 1.613
H -6.511 -0.420 0.719
H -7.048 -1.015 -1.619
H -5.315 -2.019 -3.066
H -3.056 -2.426 -2.188
H 0.178 -5.194 -1.533
H 2.322 -4.931 -2.746
H 3.276 -2.626 -3.043
H 2.011 -0.705 -2.090
C 2.435 -1.591 4.401
N 2.174 -1.614 2.974
C 2.073 -2.957 2.423
P 2.563 -0.371 1.952
O 1.768 -0.499 0.690
N 4.164 -0.385 1.567
C 5.164 -0.881 2.499
C 4.630 -0.252 0.198
N 2.264 1.025 2.773
C 3.278 1.877 3.368
C 0.903 1.299 3.210
H 1.601 -2.051 4.935
H 2.549 -0.567 4.756
H 3.340 -2.153 4.655
H 1.247 -3.487 2.904
H 2.995 -3.527 2.588
H 1.873 -2.902 1.354
H 4.792 -0.850 3.522
H 6.054 -0.250 2.457
H 5.460 -1.908 2.266
H 3.844 0.181 -0.418
H 4.916 -1.223 -0.218
H 5.501 0.408 0.170
H 4.246 1.690 2.909
H 3.361 1.720 4.450
H 3.015 2.923 3.200
H 0.183 0.878 2.504
H 0.747 2.380 3.231
H 0.697 0.903 4.212
```

Summary:
E_HOMO (spin up / spin down): -8.859 / -10.530 eV
ΔE to the lowest compared entry with this formula, charge and spin: 2.6 kcal/mol
total charge: +1
expectation value of S²: 2.010
total energy: -75327.974 eV
2S+1: 3

***

Record 4
Computed, not measured: the molecule H2O in a non-equilibrium geometry, with ωB97M-V/def2-TZVPD.

Geometry as XYZ:
```
3
H2O, DFT ωB97M-V/def2-TZVPD
H 0.861 -0.066 0.000
H -0.861 -0.254 0.000
O 0.000 0.321 0.000
```

Summary:
E_HOMO: -11.467 eV
ΔE to the lowest compared entry with this formula, charge and spin: 7.4 kcal/mol
total energy: -2079.542 eV

***

Record 5
Computed, not measured: a cluster of 2 separate species, C5H9ClP in total in a non-equilibrium geometry, with ωB97M-V/def2-TZVPD.

Geometry as XYZ:
```
16
C5H9ClP, DFT ωB97M-V/def2-TZVPD
C -0.965 2.205 1.712
C -0.865 3.420 1.863
C 1.686 -0.189 -0.245
C -0.600 -0.225 -1.760
C -0.632 -1.806 0.778
P -0.049 -0.315 -0.079
Cl -0.867 4.936 2.534
H 1.909 -1.280 -0.708
H 2.315 -0.314 0.684
H 1.997 0.550 -1.041
H -0.230 0.713 -2.091
H -1.587 -0.207 -1.839
H -0.099 -0.864 -2.440
H -0.322 -1.773 1.770
H -0.099 -2.643 0.089
H -1.592 -2.209 0.773
```

Summary:
E_HOMO (spin up / spin down): -13.941 / -13.234 eV
ΔE to the lowest compared entry with this formula, charge and spin: 120.8 kcal/mol
total charge: +1
total energy: -27127.836 eV

***

Record 6
Computed, not measured: the molecule C3H8N2O in a non-equilibrium geometry, with ωB97M-V/def2-TZVPD.

Geometry as XYZ:
```
14
C3H8N2O, DFT ωB97M-V/def2-TZVPD
C -2.111 0.517 -0.305
C -1.149 -0.324 0.459
C 2.546 -0.212 -0.226
H -2.300 0.367 -1.378
H -1.603 1.498 -0.363
H -3.028 0.513 0.342
H -1.620 -1.387 0.408
H -1.166 0.094 1.668
H 1.389 -1.762 -0.460
H 3.288 -0.906 -0.059
H 1.847 1.733 0.044
N 1.235 -0.933 -0.015
N 2.654 1.080 0.160
O 0.018 -0.280 -0.276
```

Summary:
E_HOMO: -9.134 eV
ΔE to the lowest compared entry with this formula, charge and spin: 129.3 kcal/mol
total energy: -8263.720 eV

***

Record 7
Computed, not measured: the molecule C4H7Cl2PS in a non-equilibrium geometry, with ωB97M-V/def2-TZVPD.

Geometry as XYZ:
```
15
C4H7Cl2PS, DFT ωB97M-V/def2-TZVPD
C -0.104 0.237 1.033
C 0.867 -0.087 -0.019
C 1.783 -1.272 0.019
C 1.085 0.776 -0.998
P -2.552 0.663 -0.528
S -1.708 -0.451 0.935
Cl -3.659 1.999 0.391
Cl -3.908 -0.665 -1.214
H -0.298 1.353 1.052
H 0.080 -0.028 2.132
H 1.225 -2.224 0.317
H 2.545 -1.003 0.750
H 2.466 -1.506 -0.903
H 0.410 1.649 -1.082
H 1.768 0.557 -1.884
```

Summary:
E_HOMO: -9.030 eV
ΔE to the lowest compared entry with this formula, charge and spin: 10.6 kcal/mol
total energy: -49430.706 eV

***

Record 8
Computed, not measured: the molecule C5H8N2 in a non-equilibrium geometry, with ωB97M-V/def2-TZVPD.

Geometry as XYZ:
```
15
C5H8N2, DFT ωB97M-V/def2-TZVPD
C -2.177 -0.078 0.417
C -0.994 0.028 -0.572
N 0.323 0.125 0.039
C 1.191 -0.700 0.710
C 2.432 -0.365 0.237
N 2.378 0.658 -0.672
C 1.114 0.959 -0.711
H -3.137 -0.008 -0.103
H -2.179 -1.062 0.920
H -2.166 0.674 1.213
H -0.693 0.822 -1.358
H -1.048 -0.808 -1.271
H 0.877 -1.396 1.477
H 3.392 -0.763 0.522
H 0.741 1.959 -0.872
```

Summary:
E_HOMO: -8.688 eV
ΔE to the lowest compared entry with this formula, charge and spin: 38.9 kcal/mol
total energy: -8293.309 eV

***

Record 9
Computed, not measured: a structure of composition C28H26CeClF2N6O4 in a non-equilibrium geometry, with ωB97M-V/def2-TZVPD.

Geometry as XYZ:
```
68
C28H26CeClF2N6O4, DFT ωB97M-V/def2-TZVPD
Ce -0.006 0.042 -0.216
N 1.049 -1.683 1.714
C 1.039 -2.918 0.907
C 1.250 -2.501 -0.559
O 2.393 -2.464 -1.004
N 0.095 -2.204 -1.176
C 0.191 -1.975 -2.622
C -0.006 -0.499 -2.932
O -0.820 -0.175 -3.769
O 0.716 0.325 -2.225
H 2.011 -1.376 1.825
H 0.696 -1.864 2.643
H 0.071 -3.399 1.020
H 1.827 -3.619 1.183
H -0.577 -2.551 -3.128
H 1.180 -2.262 -2.988
F -2.330 5.348 -0.017
C -1.194 4.670 0.155
C -1.223 3.292 0.107
C -0.067 2.528 0.251
C 1.146 3.224 0.481
C 1.123 4.617 0.523
F 2.239 5.339 0.705
C -0.026 5.365 0.359
C 2.400 2.441 0.597
C 3.625 2.980 0.995
C 4.767 2.199 0.970
C 4.683 0.884 0.548
C 3.433 0.398 0.219
N 2.322 1.138 0.260
H -2.186 2.824 -0.066
H 0.006 6.444 0.379
H 3.702 4.004 1.311
H 5.717 2.626 1.264
H 5.556 0.251 0.483
H 3.318 -0.626 -0.121
C -0.254 0.503 4.901
C -0.893 0.562 3.535
O -0.238 0.574 2.498
N -2.239 0.600 3.526
C -2.993 0.650 2.284
C -3.242 -0.727 1.714
C -4.397 -1.416 2.053
C -4.639 -2.658 1.490
C -3.705 -3.172 0.607
C -2.564 -2.436 0.337
N -2.321 -1.231 0.879
H 0.787 0.804 4.828
H -0.302 -0.522 5.274
H -0.775 1.150 5.605
H -2.741 0.517 4.393
H -2.416 1.233 1.567
H -3.938 1.150 2.483
H -5.107 -0.974 2.739
H -5.540 -3.208 1.725
H -3.864 -4.123 0.119
H -1.808 -2.798 -0.343
Cl -6.125 0.039 -2.431
C -4.535 0.708 -2.506
C -4.181 1.605 -3.504
C -2.898 2.111 -3.487
C -2.017 1.698 -2.502
N -2.364 0.846 -1.526
C -3.606 0.354 -1.549
H -4.894 1.889 -4.266
H -2.567 2.803 -4.248
H -1.019 2.104 -2.452
H -3.883 -0.346 -0.772
```

Summary:
E_HOMO (spin up / spin down): -11.198 / -11.198 eV
ΔE to the lowest compared entry with this formula, charge and spin: 26.4 kcal/mol
total charge: +1
total energy: -77471.918 eV

***

Record 10
Computed, not measured: a structure of composition C7H9ClO in a non-equilibrium geometry, with ωB97M-V/def2-TZVPD.

Geometry as XYZ:
```
18
C7H9ClO, DFT ωB97M-V/def2-TZVPD
C -1.490 -0.248 1.604
C 0.275 -0.876 -1.447
C 1.172 -1.005 -0.254
C -0.561 0.431 -1.204
C 1.227 0.331 0.445
C 0.117 1.194 -0.036
C -0.535 0.802 1.336
O -1.833 -1.127 0.842
Cl -0.477 2.176 2.305
H -1.927 -0.209 2.633
H 0.928 -0.964 -2.290
H -0.326 -1.721 -1.602
H 0.907 -1.828 0.504
H 2.167 -1.277 -0.381
H -0.376 1.125 -2.117
H -1.719 0.277 -1.170
H 2.147 0.615 1.011
H 0.304 2.303 -0.179
```

Summary:
E_HOMO: -8.336 eV
ΔE to the lowest compared entry with this formula, charge and spin: 72.9 kcal/mol
total energy: -21971.710 eV

***

Record 11
Computed, not measured: the molecule C6H9NO2Si in a non-equilibrium geometry, with ωB97M-V/def2-TZVPD.

Geometry as XYZ:
```
19
C6H9NO2Si, DFT ωB97M-V/def2-TZVPD
C 0.269 -1.234 -2.792
C -1.062 -1.222 -2.355
C 1.276 -0.814 -1.914
C -1.342 -0.562 -1.189
C 0.969 -0.322 -0.596
C -0.404 -0.215 -0.316
N 1.028 0.428 2.784
O -0.866 0.440 0.823
O -1.248 1.764 2.858
Si -0.081 1.378 1.857
H 0.490 -1.590 -3.862
H -1.927 -1.588 -3.037
H 2.289 -0.953 -2.161
H -2.336 -0.304 -0.933
H 1.585 0.195 0.203
H 1.778 0.087 2.259
H 1.222 0.573 3.785
H 0.473 2.689 1.649
H -2.114 1.248 2.936
```

Summary:
E_HOMO: -9.144 eV
ΔE to the lowest compared entry with this formula, charge and spin: 5.8 kcal/mol
total energy: -19832.681 eV

***

Record 12
Computed, not measured: a cluster of 2 separate species, C3H3Br2F in total in a non-equilibrium geometry, with ωB97M-V/def2-TZVPD.

Geometry as XYZ:
```
9
C3H3Br2F, DFT ωB97M-V/def2-TZVPD
C -1.733 0.324 0.425
C -1.103 -0.720 -0.055
C 1.493 -0.081 -0.431
F 1.950 0.413 -1.549
Br 1.441 1.337 0.973
Br 2.505 -1.652 0.129
H -2.843 0.433 0.312
H -1.253 1.337 0.703
H -0.457 -1.390 -0.507
```

Summary:
E_HOMO (spin up / spin down): -8.413 / -9.076 eV
ΔE to the lowest compared entry with this formula, charge and spin: 100.1 kcal/mol
total energy: -145956.445 eV